Entry 1:
# C3H3B3F8NO6S

A 2-piece molecular cluster, C3H3B3F8NO6S overall at a distorted geometry (the ωB97M-V functional and the def2-TZVPD basis, the Open Molecules 2025 dataset).

```
25
Properties=species:S:1:pos:R:3:forces:R:3
N 4.108 -2.603 0.006 -1.979 2.013 -0.458
B 3.948 -1.127 0.119 0.820 0.567 0.797
O 4.788 -0.189 -0.608 -3.574 -0.813 -0.874
B 3.883 0.475 -1.523 0.523 -0.218 0.773
O 2.459 0.564 -1.342 1.704 -1.470 2.305
B 2.021 0.059 -0.077 0.617 0.161 1.048
C 0.413 0.050 0.285 0.078 0.182 -0.599
F -0.174 1.075 -0.492 0.732 -1.580 1.752
F 0.155 0.181 1.662 0.195 -0.012 -2.622
C -0.211 -1.352 -0.251 -1.806 0.308 -0.022
F -1.398 -1.050 -0.949 2.738 -1.473 1.701
F 0.670 -1.972 -1.168 -1.547 0.997 1.904
F -0.462 -2.232 0.820 0.578 1.762 -2.821
O 2.900 -0.502 0.930 -0.267 -0.386 -3.681
H 3.940 -2.804 -1.000 0.753 -0.158 0.754
H 3.264 -2.988 0.469 0.814 -0.021 -0.148
H 4.389 0.928 -2.500 -0.258 0.143 0.108
C -3.860 1.078 0.298 0.431 -0.585 -0.407
F -3.885 1.203 -1.051 -0.143 0.177 0.423
F -4.281 -0.182 0.561 -0.063 0.456 0.089
F -2.552 1.114 0.651 -0.551 0.208 0.148
S -4.877 2.375 1.161 -1.114 1.432 0.947
O -6.232 2.178 0.658 0.849 -0.401 -0.133
O -4.278 3.643 0.758 0.154 -0.923 -0.167
O -4.727 2.078 2.581 0.315 -0.366 -0.817
```
Forces are in eV/Å.

Results
molecular weight = 365.5 g/mol
charge = -1
E_HOMO = -5.43 eV
LUMO = 1.7 eV
DFT total energy = -1894.3642 hartree

***

Entry 2:
# C2H11N2O

A 2-piece molecular cluster, C2H11N2O overall at a distorted geometry (the ωB97M-V functional and the def2-TZVPD basis, the Open Molecules 2025 dataset).

```
16
Properties=species:S:1:pos:R:3:forces:R:3
C 1.503 1.586 0.862 0.875 -0.591 -0.957
N 1.355 0.083 0.610 -2.216 0.720 1.406
H 0.566 1.954 1.264 0.204 -0.004 0.475
H 1.676 2.046 -0.107 0.025 0.087 -0.045
H 2.401 1.711 1.458 -0.282 0.307 0.353
H 2.072 -0.386 0.057 -0.053 0.047 -0.146
H 1.224 -0.384 1.517 0.855 -0.152 -0.003
H 0.373 -0.017 0.259 1.661 -0.300 -0.503
N -1.097 0.196 -0.926 -2.543 0.121 -2.039
C -1.592 -1.081 -0.495 1.060 1.038 1.666
O -0.567 -2.002 -0.363 -1.129 0.035 -1.573
H -1.734 0.991 -0.756 0.164 -0.159 0.789
H -0.831 0.351 -1.913 1.181 -0.630 0.314
H -2.462 -1.370 -1.127 -0.072 0.068 -0.153
H -1.998 -0.894 0.518 -0.529 -0.230 -0.072
H -0.890 -2.785 -0.855 0.798 -0.358 0.489
```
Forces are in eV/Å.

Results
molecular weight = 79.1 g/mol
multiplicity = 2
relative energy (zero: lowest compared OMol25 entry of this formula, charge and spin) = 1.755 eV
charge = +2
E_HOMO (alpha / beta) = -21.67 / -21.26 eV
LUMO (alpha / beta) = -7.7 / -14.3 eV
DFT total energy = -266.7711 hartree

***

Entry 3:
# C20H57K3NO20P

C20H57K3NO20P as an isolated structure at a distorted geometry (the ωB97M-V functional and the def2-TZVPD basis, the Open Molecules 2025 dataset).

```
102
Properties=species:S:1:pos:R:3:forces:R:3
K -0.813 0.920 -2.537 -0.342 0.561 -0.212
K 0.577 1.303 2.322 0.030 -0.215 0.223
K 3.096 -2.085 -1.325 -0.146 -0.100 0.142
P 0.263 -0.783 -0.240 -1.748 0.277 0.713
O 1.226 0.415 -0.023 -0.258 -0.771 -0.148
O 0.249 -1.277 -1.711 0.233 0.934 0.266
O -1.178 -0.310 0.147 2.077 -0.055 -0.179
O 0.762 -1.960 0.639 -0.197 1.234 -0.075
C -1.513 -2.627 4.865 0.644 -0.302 -1.321
C -0.353 -2.774 3.829 0.250 -0.326 1.885
O -0.049 -1.525 3.243 -0.875 0.116 -0.569
O -2.740 -2.469 4.158 0.248 0.365 0.193
H -1.374 -1.766 5.522 0.313 -0.083 0.138
H -1.569 -3.551 5.441 -0.095 0.078 0.095
H -0.604 -3.606 3.169 -0.297 0.506 -0.627
H 0.590 -3.109 4.285 -0.278 -0.080 0.583
H 0.119 -1.695 2.302 -0.207 0.004 -0.082
H -2.655 -1.592 3.752 -0.310 -0.096 -0.273
C 1.922 -0.144 -4.750 1.621 -1.455 -1.315
C 0.837 -0.852 -5.543 -0.072 -0.021 -0.191
O -0.441 -0.362 -5.247 -1.011 0.624 0.509
O 2.132 -0.703 -3.476 -0.205 0.254 0.217
H 1.960 0.948 -4.764 -0.708 0.050 0.131
H 2.817 -0.455 -5.305 0.194 0.331 -0.022
H 0.874 -1.932 -5.370 0.210 0.060 0.392
H 1.021 -0.774 -6.620 0.040 0.462 0.020
H -1.021 -1.056 -4.890 0.322 -0.361 -0.071
H 1.270 -0.808 -3.042 -0.054 -0.141 0.568
C 3.748 2.154 -0.662 2.601 -0.544 0.620
C 3.005 2.384 -1.941 -0.943 -0.479 -0.512
O 1.596 2.137 -1.808 0.452 0.941 -0.840
O 3.875 0.783 -0.189 -1.366 0.747 -0.796
H 3.454 2.830 0.146 -0.447 -0.144 0.015
H 4.823 2.315 -0.797 -0.160 0.934 -0.467
H 3.413 1.749 -2.735 0.043 -0.250 0.113
H 3.116 3.402 -2.318 0.124 0.172 0.382
H 1.469 1.476 -1.101 -0.131 -0.381 0.361
H 2.931 0.542 -0.141 -0.115 -0.698 0.666
C -4.186 0.322 1.694 -0.069 -0.550 -0.924
C -4.322 -0.664 0.558 -0.879 0.773 -0.740
O -3.635 -0.253 -0.613 0.629 0.049 0.105
O -2.866 0.266 2.229 -0.449 0.435 0.415
H -4.972 0.014 2.386 0.475 0.251 0.712
H -4.448 1.302 1.284 0.151 0.250 0.280
H -5.354 -0.641 0.197 -0.228 -0.259 0.466
H -4.118 -1.656 0.965 0.451 -0.236 -0.463
H -2.674 -0.131 -0.411 -0.492 -0.677 -0.050
H -2.252 0.178 1.472 0.055 -0.359 0.168
C -1.976 -3.567 0.587 0.287 -1.100 -1.411
C -2.972 -4.719 0.511 -0.715 0.287 -0.914
O -2.590 -5.530 -0.611 0.655 -0.400 0.954
O -0.651 -4.094 0.656 0.040 0.434 1.415
H -2.193 -2.809 1.338 -0.050 0.048 0.013
H -1.992 -3.232 -0.458 -0.674 1.088 0.255
H -3.948 -4.365 0.169 -0.031 0.465 0.479
H -3.155 -5.303 1.417 0.470 -0.037 0.097
H -1.672 -5.737 -0.375 0.043 -0.143 -0.514
H -0.078 -3.267 0.691 -0.568 -1.391 -0.341
C 3.214 -3.316 2.450 0.211 1.330 0.633
C 3.619 -1.802 2.559 0.698 -1.434 -2.116
O 2.549 -0.897 2.476 0.039 0.540 1.319
O 2.676 -3.532 1.180 0.499 -0.712 -0.575
H 2.519 -3.603 3.247 -0.094 0.047 -0.010
H 4.093 -3.957 2.538 0.111 0.182 0.068
H 4.150 -1.658 1.603 0.488 -0.131 0.071
H 4.398 -1.612 3.297 -0.739 0.377 0.656
H 1.855 -1.268 1.909 0.288 -0.121 -0.155
H 1.902 -2.965 1.031 -0.244 -0.140 0.031
C -1.101 -3.944 -3.673 0.661 0.641 0.655
C 0.349 -4.251 -3.278 -0.486 1.491 -0.813
O 0.659 -3.751 -1.991 0.367 -1.489 0.061
O -1.345 -2.533 -3.597 -0.355 0.367 0.262
H -1.591 -4.604 -2.948 -1.281 0.696 -0.174
H -1.403 -4.058 -4.713 0.384 -1.279 0.059
H 0.967 -3.692 -3.992 0.515 -0.790 -0.312
H 0.397 -5.339 -3.278 0.805 0.057 -0.097
H 0.482 -2.798 -1.878 -0.287 0.030 -0.282
H -0.926 -2.116 -2.828 -0.112 -0.313 0.315
C -2.930 4.657 -1.005 -1.226 -0.335 0.249
O -1.901 3.721 -0.832 1.410 -0.660 -0.098
C -1.839 3.089 0.453 -2.301 0.495 0.299
C -1.493 4.044 1.568 0.538 -0.278 0.413
N -0.046 4.293 1.680 -0.012 0.851 -0.299
C 0.413 5.061 0.525 0.146 0.856 -1.216
C 1.762 5.697 0.678 0.836 -0.207 1.323
O 1.704 6.639 1.757 0.311 0.013 0.121
C 3.021 7.029 2.158 -0.818 0.225 0.423
H -3.432 4.406 -1.941 0.337 0.510 -0.323
H -2.635 5.703 -0.914 0.408 -0.063 -0.392
H -3.754 4.556 -0.286 0.233 -0.318 0.355
H -1.301 2.150 0.520 0.699 0.101 -0.913
H -2.879 2.761 0.578 0.014 -0.102 0.624
H -1.756 3.633 2.546 -0.478 -0.186 -0.191
H -2.078 4.957 1.415 0.093 0.171 0.114
H 0.060 4.948 2.451 0.156 -0.213 0.228
H -0.188 5.954 0.293 -0.749 -0.255 0.274
H 0.376 4.462 -0.385 0.186 -0.182 0.115
H 2.106 6.267 -0.188 -0.198 -0.431 -0.413
H 2.510 4.945 0.959 0.135 -0.089 -0.274
H 3.426 6.328 2.891 0.249 -0.367 -0.365
H 2.951 7.967 2.709 -0.179 0.150 -0.247
H 3.661 7.169 1.287 0.198 -0.107 0.066
```
Forces are in eV/Å.

Results
molecular weight = 779.9 g/mol
E_HOMO = -8.63 eV
LUMO = -0.1 eV
DFT total energy = -4497.1370 hartree

***

Entry 4:
# C52H40BF5N8O3PRuSb

C52H40BF5N8O3PRuSb as an isolated structure at a distorted geometry (the ωB97M-V functional and the def2-TZVPD basis, the Open Molecules 2025 dataset).

```
112
Properties=species:S:1:pos:R:3:forces:R:3
Ru 0.975 0.841 -0.096 -1.289 -0.030 -2.199
C -2.630 5.399 1.506 -0.258 0.080 0.142
N -1.939 4.187 1.094 0.215 -0.035 0.084
C -0.662 3.828 1.248 0.201 0.107 0.086
N -0.493 2.582 0.844 0.446 -0.633 -0.466
C -1.748 2.217 0.432 -0.138 0.342 0.136
N -2.638 3.164 0.572 -0.159 -0.151 -0.077
C -3.741 5.093 2.493 0.063 -0.104 -0.058
C -4.953 5.765 2.416 0.086 0.066 -0.023
C -5.984 5.459 3.294 -0.013 0.038 0.005
C -5.827 4.463 4.240 0.019 -0.052 0.047
C -4.618 3.775 4.311 0.190 0.138 -0.238
C -3.576 4.105 3.450 -0.068 -0.026 0.083
C -4.453 2.672 5.244 -0.263 -0.354 0.555
N -5.233 2.294 6.205 -0.105 0.501 -0.392
N -4.674 1.175 6.759 0.408 -0.460 0.122
C -3.582 0.936 6.107 -0.618 0.289 0.209
O -3.378 1.854 5.132 0.259 0.013 -0.220
C -2.641 -0.158 6.277 0.265 -0.109 -0.155
C -2.839 -1.126 7.259 -0.035 0.085 -0.017
C -1.938 -2.170 7.372 -0.003 -0.037 0.043
C -0.853 -2.265 6.510 0.053 0.031 -0.033
C -0.654 -1.305 5.527 0.027 -0.062 -0.122
C 0.523 -1.400 4.573 -0.192 -0.046 0.289
N 0.121 -1.193 3.191 -0.017 0.426 -0.023
C 0.034 -0.046 2.513 -0.150 -0.246 0.140
N -0.497 -0.278 1.322 0.162 0.249 -0.511
C -0.718 -1.618 1.329 -0.151 0.076 0.036
N -0.375 -2.198 2.452 -0.021 -0.312 -0.073
C -1.548 -0.251 5.421 -0.016 0.029 0.075
H -3.057 5.871 0.622 0.092 0.020 -0.023
H -1.889 6.070 1.939 0.052 -0.014 -0.045
H 0.106 4.477 1.637 -0.037 0.034 0.015
H -1.991 1.252 0.031 0.015 0.024 -0.007
H -5.096 6.529 1.661 -0.026 -0.017 -0.010
H -6.924 5.989 3.219 -0.001 -0.001 0.022
H -6.630 4.193 4.912 -0.009 0.004 -0.009
H -2.643 3.558 3.523 -0.002 -0.011 -0.052
H -3.699 -1.048 7.910 0.012 -0.018 0.019
H -2.086 -2.927 8.129 -0.005 0.010 0.002
H -0.158 -3.091 6.603 -0.027 -0.020 -0.012
H 0.983 -2.384 4.630 0.056 0.029 -0.038
H 1.276 -0.650 4.817 0.037 -0.006 -0.077
H 0.335 0.918 2.889 0.069 -0.034 0.029
H -1.152 -2.154 0.501 0.067 -0.018 -0.026
H -1.417 0.511 4.665 0.002 -0.002 -0.037
O 1.734 -2.753 -2.870 0.136 0.290 -0.070
C 1.837 -1.948 -1.948 0.080 -0.232 0.024
O 1.068 -0.919 -1.820 0.153 0.593 0.391
C 2.916 -2.182 -0.897 -0.352 0.298 -0.033
P 2.513 -1.257 0.625 0.610 -0.261 0.502
C 3.292 0.386 0.434 -0.358 0.294 -0.079
C 3.380 1.214 1.576 0.380 0.103 0.015
C 3.760 2.539 1.465 -0.003 -0.120 0.070
C 4.023 3.095 0.215 0.055 0.018 -0.115
C 3.899 2.317 -0.919 -0.052 0.136 0.073
C 3.506 0.975 -0.828 -0.047 0.017 0.112
C 3.489 -2.137 1.900 -0.019 0.213 0.021
C 2.936 -3.324 2.385 0.058 0.082 0.009
C 3.563 -4.024 3.404 -0.031 -0.016 0.006
C 4.738 -3.535 3.960 0.003 -0.027 0.001
C 5.295 -2.361 3.477 0.048 0.042 0.043
C 4.677 -1.662 2.449 -0.002 -0.097 -0.051
H 3.895 -1.921 -1.305 0.007 -0.022 -0.028
H 2.927 -3.244 -0.654 0.070 -0.008 -0.012
H 3.222 0.782 2.558 -0.101 0.019 -0.013
H 3.851 3.147 2.356 0.012 -0.014 0.010
H 4.320 4.131 0.135 0.021 -0.008 -0.013
H 4.115 2.743 -1.890 -0.044 -0.018 -0.020
H 3.487 0.366 -1.723 -0.084 0.013 -0.015
H 2.008 -3.697 1.968 -0.078 -0.003 0.022
H 3.125 -4.942 3.773 0.026 -0.011 -0.012
H 5.220 -4.073 4.766 0.005 0.002 -0.007
H 6.216 -1.984 3.903 0.003 -0.010 -0.013
H 5.129 -0.754 2.071 0.010 -0.006 0.024
F -1.007 1.208 -2.256 0.073 0.344 0.155
B 0.270 1.600 -1.992 0.059 -1.311 1.085
F 0.866 1.974 -3.145 0.260 0.307 0.620
F -2.067 0.430 -10.091 -0.009 0.012 -0.014
C -1.663 0.156 -8.845 0.020 -0.033 0.094
C -0.815 1.046 -8.209 0.034 0.059 -0.019
C -0.393 0.749 -6.925 -0.028 -0.006 -0.052
C -0.819 -0.421 -6.302 0.109 0.013 0.681
C -1.690 -1.288 -6.950 -0.035 -0.008 -0.004
C -2.110 -1.004 -8.241 -0.042 -0.051 -0.050
Sb 0.045 -0.885 -4.380 0.098 -0.701 -0.572
C -1.209 -2.548 -3.805 0.546 0.642 -0.160
C -2.552 -2.200 -3.685 0.066 0.015 -0.069
C -3.472 -3.138 -3.247 -0.099 -0.018 0.051
C -3.018 -4.404 -2.925 0.080 0.125 -0.036
F -3.897 -5.309 -2.481 -0.033 -0.037 0.000
C -1.687 -4.764 -3.036 -0.008 -0.045 -0.007
C -0.769 -3.822 -3.477 -0.067 -0.193 -0.076
C 2.081 -0.934 -5.111 -0.616 -0.109 0.489
C 2.958 0.052 -4.689 0.003 0.030 0.054
C 4.288 0.010 -5.089 0.033 0.027 -0.012
C 4.698 -1.025 -5.907 -0.094 0.043 0.053
F 5.982 -1.077 -6.287 -0.003 -0.016 -0.010
C 3.828 -2.006 -6.349 0.036 -0.069 -0.096
C 2.504 -1.957 -5.946 -0.011 -0.034 0.009
H -0.496 1.945 -8.720 -0.014 -0.012 -0.017
H 0.276 1.428 -6.409 0.014 0.029 -0.067
H -2.031 -2.192 -6.462 -0.015 0.008 -0.043
H -2.772 -1.670 -8.779 0.001 0.021 -0.013
H -2.882 -1.198 -3.934 -0.080 -0.020 0.011
H -4.523 -2.901 -3.145 0.006 0.003 0.002
H -1.383 -5.768 -2.772 -0.002 0.001 -0.025
H 0.276 -4.079 -3.557 -0.103 -0.025 0.030
H 2.612 0.860 -4.056 0.076 -0.041 0.021
H 5.000 0.761 -4.774 -0.002 0.000 -0.037
H 4.192 -2.796 -6.992 0.015 0.018 -0.002
H 1.816 -2.725 -6.277 0.034 -0.028 -0.014
```
Forces are in eV/Å.

Results
molecular weight = 1184.6 g/mol
multiplicity = 2
relative energy (zero: lowest compared OMol25 entry of this formula, charge and spin) = 2.405 eV
charge = +1
E_HOMO (alpha / beta) = -10.10 / -10.32 eV
LUMO (alpha / beta) = -2.9 / -4.6 eV
DFT total energy = -3869.7967 hartree

***

Entry 5:
# C2H4N3

An isolated ion of composition C2H4N3 and charge +1 at a distorted geometry (the ωB97M-V functional and the def2-TZVPD basis, the Open Molecules 2025 dataset).

```
9
Properties=species:S:1:pos:R:3:forces:R:3
C 0.402 1.395 0.188 5.338 -2.458 3.775
N 0.368 0.095 0.251 0.669 -1.722 2.438
C -0.746 -0.310 -0.546 2.695 1.212 -1.226
N -1.122 0.948 -1.113 -2.789 -1.597 -1.893
N -0.454 1.874 -0.663 -1.863 2.957 -1.835
H 1.198 1.916 0.736 -0.686 0.281 -0.343
H 0.898 -0.652 0.851 -0.905 2.417 -1.247
H -1.469 -0.795 0.004 -2.038 -0.936 1.190
H -0.326 -1.001 -1.267 -0.420 -0.154 -0.858
```
Forces are in eV/Å.

Results
molecular weight = 70.1 g/mol
relative energy (zero: lowest compared OMol25 entry of this formula, charge and spin) = 2.298 eV
charge = +1
E_HOMO = -16.15 eV
LUMO = -7.0 eV
DFT total energy = -242.5149 hartree

***

Entry 6:
# C8H11AuNPS

C8H11AuNPS as an isolated structure at a distorted geometry (the ωB97M-V functional and the def2-TZVPD basis, the Open Molecules 2025 dataset).

```
23
Properties=species:S:1:pos:R:3:forces:R:3
C -0.462 1.525 -1.482 0.294 0.364 -1.399
C 0.514 1.750 -2.514 -0.407 -0.632 -1.014
C 0.049 1.104 -3.699 1.611 0.907 1.820
C -1.139 0.356 -3.351 -1.796 0.271 2.033
C -1.549 0.756 -2.047 0.408 -1.065 -1.842
Au -0.753 -0.451 1.640 -0.919 0.519 -0.279
P -0.475 -0.226 3.929 0.102 -0.124 -0.092
H -0.414 1.895 -0.466 -0.031 -0.078 -0.057
H 1.466 2.288 -2.419 -0.668 -0.138 -0.027
H 0.516 1.201 -4.684 -0.194 -0.296 0.464
H -2.509 0.535 -1.563 0.815 -0.204 -0.136
H -1.600 -0.449 -3.940 0.026 0.814 0.120
H -1.474 -0.792 4.752 0.266 0.039 0.008
H -0.091 0.854 4.752 0.085 -0.109 0.164
H 0.598 -1.125 4.167 -0.169 0.175 0.589
S 2.067 -3.981 0.450 -0.400 0.573 -0.290
C 1.558 -3.266 -1.046 -0.271 0.711 0.484
C 0.893 -2.087 -0.802 -0.121 -0.975 0.885
N 0.673 -1.817 0.550 2.452 -1.549 0.315
C 1.330 -2.702 1.336 -1.187 0.828 -2.012
H 1.712 -3.725 -2.017 0.222 0.094 0.361
H 0.505 -1.415 -1.563 -0.095 -0.131 0.287
H 1.333 -2.660 2.424 -0.023 0.005 -0.384
```
Forces are in eV/Å.

Results
molecular weight = 381.2 g/mol
multiplicity = 3
relative energy (zero: lowest compared OMol25 entry of this formula, charge and spin) = 0.078 eV
E_HOMO (alpha / beta) = -4.76 / -7.87 eV
LUMO (alpha / beta) = 0.4 / -1.5 eV
DFT total energy = -1241.2229 hartree